132
Properties=species:S:1:pos:R:3:forces:R:3:mulliken_charge:R:1 method="wB97M-V/def2-TZVPD" e_homo_ha=-0.4347 homo_lumo_gap_ev=8.301 spin_multiplicity=1 charge=+1 e_lumo_ev=-3.53
H 3.6266 0.0917 -1.4643 -0.059 0.215 -0.204 0.0649
H -9.4219 -2.5680 4.6276 -0.021 -0.022 -0.070 0.3624
H -10.8174 -0.5975 4.8678 -0.011 0.093 0.015 0.2418
H -2.2719 0.3273 8.1024 0.028 -0.176 -0.080 0.3184
H 8.5233 1.9267 3.9619 0.048 -0.074 0.041 0.2124
H 8.5061 2.6788 1.5179 0.037 -0.015 0.034 0.4461
H -0.8249 1.5529 6.5991 -0.024 -0.110 -0.004 0.2324
C 3.6122 2.8181 -0.9318 0.422 -0.441 0.890 -1.5637
C -7.5400 -3.4534 -0.6541 0.355 0.175 -0.266 0.4333
O -4.6130 -0.5004 -2.4438 -0.079 0.114 0.047 -0.5607
H 6.5098 0.0847 -0.5204 0.079 0.098 0.093 0.3264
H 5.9498 0.3729 5.7902 -0.039 -0.099 -0.161 0.1908
C 5.7880 0.2829 -1.3111 0.096 -0.068 -0.063 -1.3675
C -0.4107 2.7472 8.3350 0.383 0.104 -0.069 -1.4481
H 7.1836 1.5206 1.2546 0.141 -0.085 -0.043 -0.0556
C -1.2114 0.3365 8.3403 -0.163 -0.083 -0.055 -0.5083
H 4.9726 0.7224 7.1980 -0.127 -0.049 0.018 0.4001
C -3.1947 -4.4201 -7.6229 0.007 -0.108 -0.092 0.5484
H 3.4345 1.5535 0.8382 -0.121 -0.070 0.029 -0.4111
O -9.1671 1.5885 7.4665 0.031 0.071 0.092 -0.5231
C 4.9530 0.2687 6.2069 0.167 0.383 0.322 -1.3687
H -0.4756 -1.3933 -4.3740 -0.091 -0.078 -0.116 0.3140
N 2.5053 2.4157 -1.8252 -0.825 1.184 1.016 0.9451
H 3.6668 4.5046 -5.3393 0.006 0.051 -0.096 0.3859
O -3.6194 -4.4581 -8.9039 -0.075 0.077 0.237 -0.3566
C -8.0414 -4.0470 1.4660 0.071 -0.058 -0.021 0.5727
C 3.6068 2.4559 -4.8697 1.001 0.119 -0.413 -0.8639
H -1.4198 3.0974 8.5512 -0.026 -0.042 -0.023 0.3851
O -2.5057 -1.2362 -2.7342 -0.109 -0.018 0.122 -0.3369
C 8.2056 1.2905 3.1318 0.004 0.259 -0.349 0.4859
C -6.3333 -3.1918 -1.5171 0.196 -0.397 0.021 -1.4795
H -3.2823 -2.8076 -10.9218 0.028 0.102 0.092 0.3600
C -9.4080 0.8738 4.1625 -0.142 0.153 -0.055 -0.4688
C -3.7840 -2.3110 -8.1536 -0.127 0.066 0.155 -0.5847
H 3.9683 2.3531 -5.8983 -0.193 0.078 -0.155 0.5021
H 4.7210 -0.7891 6.3185 -0.042 -0.002 -0.029 0.3609
C 3.9273 0.9445 5.3378 0.291 -0.448 0.438 0.7380
H 4.3202 -0.4277 0.0257 -0.068 -0.090 0.034 0.5147
N 0.5723 1.0695 -1.6563 0.274 1.791 -1.334 -0.2348
H 1.3441 4.2092 -2.0310 0.118 0.046 0.193 0.5344
C 0.6963 -0.5219 7.5188 -0.016 0.004 0.097 0.6599
H 0.1481 2.6664 9.2674 -0.101 -0.093 0.054 0.3521
C -8.0352 -2.2493 0.1085 -0.196 0.094 0.030 -0.4716
C 7.8198 -0.7109 4.1127 0.152 -0.047 0.044 0.5559
O -9.2454 -0.2365 6.1436 -0.150 0.219 -0.036 -0.3646
C -0.5482 -2.2703 -3.7281 0.186 0.381 0.197 -1.7067
H -8.3437 -3.8993 -1.2466 -0.059 0.031 0.062 0.2635
O 9.1188 -0.7194 3.7333 -0.103 0.059 -0.104 -0.3619
C 9.2923 0.3120 2.7537 0.170 -0.006 0.082 -0.5244
C -4.4010 -3.2713 -9.1431 0.005 0.265 -0.408 0.4779
H -1.0846 0.3793 9.4242 0.048 0.098 -0.009 0.3152
H 6.0980 1.1959 -1.8174 -0.075 0.094 -0.074 0.2164
C 4.0866 1.6793 -0.0156 0.388 0.107 -0.660 0.7444
H 2.5575 2.1920 -4.9028 -0.123 -0.081 0.326 0.3122
C 3.9223 0.1727 -4.3390 -0.956 -0.890 1.104 0.3482
N 1.1496 2.3797 0.1481 -0.192 -0.183 0.080 -0.1541
H -5.4656 -2.9434 -0.9046 -0.089 0.149 0.071 0.3288
H 6.9634 2.8664 2.3624 0.053 0.031 0.010 0.3491
C -0.4495 1.4207 7.6180 -0.081 0.458 0.319 0.5098
H 2.4680 5.3080 -3.6992 -0.186 0.090 0.131 0.4654
H -6.0719 -4.0800 -2.0922 -0.064 0.014 -0.041 0.3814
H 4.1950 -1.3956 -5.6987 0.068 -0.229 -0.092 0.3975
C -9.7354 -0.4512 4.8062 0.246 -0.339 -0.278 0.5706
H 10.2908 0.7369 2.8163 0.036 -0.126 0.144 0.3401
H -0.3774 1.4372 -1.6284 -0.267 -0.738 0.878 0.3416
H 3.3220 3.6316 -0.2654 -0.019 0.332 -0.203 0.3765
O 3.2901 1.4420 3.1997 -0.016 -0.091 0.001 -0.3108
H 1.3217 3.1670 -3.4176 0.022 -0.136 -0.102 0.4337
O -3.4130 -3.1901 -7.0783 -0.098 0.021 -0.614 -0.1711
H 3.0135 -0.4850 3.9817 -0.148 0.148 -0.086 0.4971
H 9.1457 -0.1226 1.7613 -0.075 0.073 -0.021 0.2933
H 2.9735 1.0151 5.8661 -0.037 0.065 -0.086 0.0912
O -8.1851 -4.7089 2.4377 -0.030 -0.029 0.118 -0.5161
O -2.6934 -5.3214 -7.0374 0.067 -0.044 0.133 -0.5173
O 4.3344 2.2906 4.9762 -0.289 -0.012 -0.343 -0.3720
H 4.4801 3.1423 -1.4935 -0.238 0.026 -0.586 0.7739
H -4.8468 -3.5382 -11.2265 -0.046 0.033 0.011 0.3579
H -8.3751 0.9265 3.8074 0.011 -0.121 0.007 0.3081
H -9.3252 -1.6943 3.1010 -0.067 0.029 -0.014 0.3676
O 3.7670 3.6368 3.2582 -0.015 0.070 -0.189 -0.5990
H -5.4365 -3.4964 -8.8746 0.026 0.005 0.101 0.2529
H 5.2970 -1.4921 -4.3054 -0.038 -0.122 0.088 0.2903
H -4.7649 -1.8491 -10.7140 -0.024 0.002 0.053 0.3758
C 4.3826 0.3589 -0.7287 0.001 -0.412 0.496 -0.1742
H -4.4800 -1.5505 -7.8069 0.007 -0.091 0.178 0.3698
H -0.1854 -3.1395 -4.2753 -0.077 -0.051 0.028 0.4433
H 0.1142 -2.0967 -2.8790 0.053 -0.078 -0.035 0.3666
H 0.0902 3.4986 7.7248 -0.054 0.013 -0.015 0.3589
H 5.8880 -0.5441 -2.0115 -0.039 -0.042 -0.120 0.3118
C -3.8476 -1.2701 -2.9278 -0.065 -0.136 -0.158 0.6633
C -9.0830 -1.6455 4.1579 0.052 -0.127 0.475 -1.3964
H 1.0800 1.7575 0.9365 -0.579 -0.267 -0.145 0.1842
O -0.5713 -0.8502 7.8524 0.061 0.097 0.030 -0.3349
N 4.3742 1.4723 -4.0675 -0.458 -0.328 -0.485 0.1819
H -7.9988 -1.6089 4.2760 0.004 0.124 -0.073 0.3298
C -1.9610 -2.4678 -3.2476 0.345 -0.197 -0.199 0.9072
C 1.9817 3.5715 -2.6533 -0.044 -0.067 -0.489 -0.9476
H -7.2229 -1.6071 0.4584 0.082 -0.055 -0.083 0.3016
H 1.0532 3.3586 0.3604 0.901 0.176 0.046 0.2502
O 2.7895 -0.1660 -3.9994 0.725 0.603 -0.557 -0.4838
O 1.5479 -1.3060 7.2558 0.179 0.037 -0.158 -0.5088
H -2.7820 -2.2951 -5.2482 0.172 0.143 -0.059 0.2354
O 0.8635 0.8298 7.5287 -0.186 -0.250 -0.163 -0.3257
C 3.0245 4.4673 -3.2894 0.401 -0.171 -0.563 -0.8388
O 7.1903 0.3974 3.6278 0.133 -0.073 0.048 -0.1647
H 3.6920 4.9031 -2.5531 -0.073 -0.026 0.249 0.2829
C -2.9658 -2.8087 -4.3175 -0.091 -0.188 0.488 -0.4914
C 3.8706 3.8889 -4.4659 -0.590 0.300 0.457 -0.6790
H 5.0353 2.0393 0.3834 -0.012 0.067 0.302 0.0842
H 5.6051 -0.2985 -5.5745 0.114 -0.203 -0.153 0.3650
H 4.6813 -0.0480 3.5510 0.077 0.056 0.101 -0.0299
H -3.0440 -3.8762 -4.5030 -0.199 0.021 -0.018 0.2897
O -7.2350 -4.3599 0.4218 -0.242 0.082 0.058 -0.3653
H -1.9822 -3.2076 -2.4423 -0.101 0.028 0.018 0.2363
H 4.9239 4.0469 -4.2455 0.166 -0.208 -0.031 0.3197
C 4.8290 -0.8302 -5.0279 0.020 0.923 0.222 -1.3623
H -2.8808 -1.8285 -8.5354 -0.020 -0.055 -0.117 0.3323
C 3.8009 2.5617 3.7744 0.073 0.055 0.199 0.6496
H -6.5212 -2.3759 -2.2131 -0.034 0.023 0.028 0.4036
H -8.7498 -1.6517 -0.4522 -0.132 -0.055 0.127 0.3735
C -9.3118 1.0941 6.3991 0.012 -0.101 0.006 0.6096
O -4.1905 -2.2928 -3.7477 0.310 0.211 0.102 -0.3305
O -8.6607 -2.8541 1.2496 0.142 -0.049 -0.240 -0.2704
O 7.3029 -1.5440 4.7793 -0.108 -0.012 -0.075 -0.4925
O -9.5593 1.7870 5.2556 0.073 -0.084 -0.026 -0.3383
C 3.7480 0.3166 3.9817 -0.130 -0.172 -0.076 -0.2627
H 0.7788 0.9661 -2.6529 0.564 -0.881 0.207 0.2687
H 5.3613 1.5723 -4.2676 0.011 -0.013 -0.140 0.3913
C 7.6898 2.1385 1.9973 -0.425 0.022 0.089 -1.0520
H -10.0824 1.1322 3.3495 -0.060 0.144 0.107 0.3211
C -4.3187 -2.8350 -10.5840 0.120 -0.333 -0.168 -1.4564
C 1.4274 1.9625 -1.1052 -0.197 -0.658 -0.101 -0.5485